Entry 1:
{
  "formula": "C2H5P",
  "method": "ωB97M-V/def2-TZVPD",
  "elements": ["C", "C", "P", "H", "H", "H", "H", "H"],
  "coordinates": [[1.028, -0.935, 1.720], [0.190, -0.508, -1.228], [1.121, -0.988, 0.123], [1.705, -1.427, 2.309], [-0.692, 0.719, -0.125], [-0.675, -1.080, -1.476], [-0.877, 0.872, 0.744], [0.642, -0.121, -2.062]],
  "nbo_charge": [-0.600, -0.698, 0.670, 0.189, -0.026, 0.222, 0.025, 0.218],
  "spin_multiplicity": 3,
  "s2": 2.04,
  "e_homo_ev": [-7.43, -9.68]
}

---

Entry 2:
{
  "formula": "C2H5PS",
  "method": "ωB97M-V/def2-TZVPD",
  "elements": ["C", "C", "P", "S", "H", "H", "H", "H", "H"],
  "coordinates": [[1.138, -0.588, 0.664], [0.207, 0.565, 0.210], [-1.526, 0.217, 0.389], [0.965, -0.332, 2.410], [0.767, -1.579, 0.287], [2.179, -0.311, 0.324], [0.512, 1.576, 0.030], [-1.607, -1.220, -0.073], [-2.083, 1.054, -0.633]],
  "nbo_charge": [-0.618, -0.351, 0.357, -0.072, 0.218, 0.228, 0.228, 0.012, 0.000],
  "e_homo_ev": [-8.35, -7.93]
}